[1]
# C5H3N

One molecule with the formula C5H3N (ωB97M-V/def2-TZVPD, the Open Molecules 2025 dataset).

Positions of all 9 atoms, in Å:
1 C -0.61143 0.29784 0.54201
2 C -0.88411 0.47835 -0.85851
3 C 1.46887 -0.75283 0.01829
4 C 0.52071 -0.29810 0.95212
5 C -0.28186 0.29413 -1.99481
6 N 2.23295 -1.11406 -0.75777
7 H -1.33702 0.64896 1.26057
8 H -1.85514 0.89602 -1.15797
9 H 0.74703 -0.45031 1.99606

The value obtained for the HOMO energy is -9.96 eV. As for the LUMO energy: -0.54 eV. Its gap between HOMO and LUMO is 9.424 eV. As for the total energy: -246.90915 hartree.

=====

[2]
# C9H19N2

An isolated ion of composition C9H19N2 and charge +1 at a distorted geometry (ωB97M-V/def2-TZVPD, the Open Molecules 2025 dataset).

Positions of all 30 atoms, in Å:
1 H 2.63901 2.91046 0.04448
2 N 1.95512 2.28287 0.45633
3 C 1.35490 1.49875 -0.30704
4 C 0.38006 0.52338 0.31684
5 N -1.00725 0.83050 -0.17494
6 C -1.28591 2.28497 -0.14615
7 C -2.05716 0.15750 0.57970
8 C -3.04974 -0.48404 0.00141
9 C 0.82241 -0.94596 0.05082
10 C 0.20120 -1.89416 1.07951
11 C 2.34710 -1.00268 0.21759
12 C 0.44638 -1.39767 -1.36403
13 H 1.47345 1.43039 -1.39667
14 H 0.39527 0.71415 1.39480
15 H -1.06024 0.50500 -1.14962
16 H -1.10934 2.66911 0.85727
17 H -0.63940 2.81645 -0.84059
18 H -2.32482 2.46319 -0.41982
19 H -1.97426 0.29491 1.64683
20 H -3.82808 -0.93632 0.58977
21 H -3.13549 -0.60097 -1.06721
22 H -0.88038 -1.94586 0.99683
23 H 0.46370 -1.59206 2.09004
24 H 0.59082 -2.89633 0.92351
25 H 2.86041 -0.46753 -0.57685
26 H 2.67949 -2.03632 0.18975
27 H 2.64766 -0.57518 1.17051
28 H 0.77361 -0.68810 -2.12167
29 H 0.94430 -2.34018 -1.57563
30 H -0.62282 -1.57827 -1.46575

The value obtained for the HOMO energy is -13.89 eV. The SMILES is [H]/N=C/[C@@H]([N@H+](C)C=C)C(C)(C)C. As for the LUMO energy: -2.79 eV. Its gap between HOMO and LUMO is 11.095 eV. As for the total energy: -463.55056 hartree. As for the charge: +1.

=====

[3]
# C12H22BF2O7P

A 3-piece molecular cluster, C12H22BF2O7P overall at a distorted geometry (ωB97M-V/def2-TZVPD, the Open Molecules 2025 dataset).

Positions of all 45 atoms, in Å:
1 O -0.81128 0.24102 -2.21998
2 C 0.34169 -0.02701 -2.17478
3 O 1.18963 0.01183 -3.22947
4 C 2.51556 -0.23430 -2.74810
5 C 2.24466 -0.97117 -1.45828
6 F 3.17877 -0.70841 -0.51099
7 O 1.00191 -0.42780 -1.04868
8 H 3.01878 0.71672 -2.56904
9 H 3.08475 -0.81442 -3.46893
10 H 2.14533 -2.05227 -1.56642
11 O 2.27618 -0.93427 -6.08406
12 C 2.41576 0.18862 -6.43256
13 O 2.12438 0.66542 -7.66568
14 C 2.30815 2.08561 -7.65071
15 C 3.26615 2.26553 -6.49517
16 F 3.06299 3.43120 -5.83811
17 O 2.91958 1.18484 -5.64662
18 H 1.35428 2.57627 -7.45453
19 H 2.70662 2.43175 -8.60029
20 H 4.32119 2.18952 -6.76269
21 C -3.94879 -0.71761 5.30276
22 B -2.69012 -0.45267 6.20544
23 O -2.78836 0.14393 7.41654
24 P -0.90713 -0.98654 5.61123
25 C -0.46872 0.31757 4.33988
26 C -0.19323 -0.32433 2.96781
27 C -1.46865 -0.67080 2.22378
28 C -2.24259 0.55744 1.75710
29 C -1.20323 -1.67341 1.08644
30 H -3.81371 -0.16459 4.37484
31 H -3.93116 -1.77019 5.03745
32 H -4.89573 -0.43495 5.74909
33 H -1.94097 0.01228 7.88371
34 H -1.18807 -2.14083 4.84854
35 H -1.27688 1.03249 4.22870
36 H 0.42347 0.79299 4.71686
37 H 0.45822 0.30925 2.37021
38 H 0.32873 -1.26104 3.15278
39 H -2.10569 -1.18474 2.93930
40 H -2.86529 0.95181 2.55574
41 H -2.92032 0.30391 0.95133
42 H -1.59587 1.36916 1.43188
43 H -0.13543 -1.82965 0.97898
44 H -1.63452 -2.63748 1.33859
45 H -1.66102 -1.36067 0.15614

The value obtained for the HOMO energy is -8.22 eV. The SMILES is O=C1OC[C@@H](F)O1.O=C1OC[C@@H](F)O1.CB(O)PCCC(C)C. As for the LUMO energy: 0.50 eV. Its gap between HOMO and LUMO is 8.720 eV. As for the total energy: -1563.11841 hartree.

=====

[4]
# C5H24N2O7

A 7-piece molecular cluster, C5H24N2O7 overall at a distorted geometry (ωB97M-V/def2-TZVPD, the Open Molecules 2025 dataset).

Positions of all 38 atoms, in Å:
1 N -1.30387 -1.44884 0.63553
2 C 0.05728 -2.05508 0.73853
3 C 1.07628 -1.37456 1.64090
4 N 2.16132 -0.70785 1.21523
5 C 2.32861 -0.08134 -0.02639
6 C 1.40063 1.16036 -0.14201
7 C 1.70988 1.94847 -1.41711
8 O 0.97542 -1.62542 2.85895
9 H -1.60603 -1.13165 1.60406
10 H -1.26893 -0.56251 0.13096
11 H 0.46083 -2.17984 -0.35872
12 H -0.09857 -3.12559 1.18863
13 H 2.88112 -0.45575 1.87953
14 H 2.27746 -0.81872 -0.85737
15 H 3.28961 0.28365 -0.09566
16 H 0.25913 0.88337 -0.18998
17 H 1.51789 1.91320 0.80586
18 H 2.72281 2.07849 -1.42233
19 H 1.63651 1.32184 -2.37576
20 H 1.11229 2.96457 -1.59389
21 H -2.12610 0.18617 -2.61677
22 H -2.95410 -0.72329 -1.71933
23 O -2.72711 0.23317 -1.89965
24 H -3.23705 1.40773 0.49342
25 H -2.13337 1.35017 -0.61575
26 O -2.28650 1.77315 0.28691
27 H -0.26108 3.62294 2.08165
28 H -0.77077 2.21270 1.97842
29 O 0.03874 2.69949 2.30845
30 H -0.76632 -3.11136 -2.49307
31 H -1.45426 -2.30844 -1.40280
32 O -1.11700 -2.22972 -2.33191
33 H -0.52336 -0.32406 4.22011
34 H -0.71897 -1.60370 3.63106
35 O -1.23343 -0.90152 3.94263
36 H 0.35652 0.33149 -4.14929
37 H 0.25814 -0.13813 -2.65438
38 O 0.06635 0.53641 -3.27867

The value obtained for the HOMO energy (spin up / spin down) is -13.70 / -13.69 eV. The spin multiplicity is 2. As for the LUMO energy (spin up / spin down): -4.00 / -9.15 eV. Its gap between HOMO and LUMO (spin up / spin down) is 9.699 / 4.548 eV. As for the total energy: -840.70309 hartree. As for the charge: +1.

=====

[5]
# C3H3BrClNO

A 2-piece molecular cluster, C3H3BrClNO overall at a distorted geometry (ωB97M-V/def2-TZVPD, the Open Molecules 2025 dataset).

Positions of all 10 atoms, in Å:
1 H 2.69648 -0.45467 1.78357
2 N 1.99370 -0.88185 1.27638
3 C 1.94727 -0.64609 0.04617
4 Cl 3.06131 0.41181 -0.82637
5 H 1.34207 -1.25602 -0.60882
6 O -1.36077 1.19034 1.44173
7 C -1.91304 0.93106 0.46166
8 C -2.19106 0.29789 -0.70693
9 Br -4.02545 -0.04424 -1.28987
10 H -1.55050 0.45178 -1.57752

The value obtained for the HOMO energy is -9.19 eV. The SMILES is [H]/N=C\Cl.O=C=CBr. As for the LUMO energy: -0.31 eV. Its gap between HOMO and LUMO is 8.873 eV. As for the total energy: -3280.23682 hartree.

=====

[6]
# C3H3FO3V

C3H3FO3V as an isolated structure at a distorted geometry (ωB97M-V/def2-TZVPD, the Open Molecules 2025 dataset).

Positions of all 11 atoms, in Å:
1 C 1.17129 0.10774 0.60219
2 C 0.84439 0.10702 -0.86851
3 O 0.25693 -1.14818 -1.30522
4 C -1.06202 -1.44118 -1.13224
5 O -1.71661 -0.55874 -0.51248
6 O 0.31294 -0.02402 1.48415
7 V -1.62451 0.21758 1.18834
8 F -2.33834 1.47226 2.17367
9 H 2.23484 0.09747 0.89822
10 H 1.76365 0.22796 -1.44868
11 H 0.15744 0.94209 -1.07943

The value obtained for the HOMO energy (spin up / spin down) is -8.02 / -8.50 eV. The spin multiplicity is 4. As for the LUMO energy (spin up / spin down): -1.03 / -1.03 eV. Its gap between HOMO and LUMO (spin up / spin down) is 6.993 / 7.466 eV. As for the total energy: -1385.64167 hartree.